{"formula": "C4H12", "method": "wB97M-V/def2-TZVPD", "homo_energy_ev": -11.4338, "smiles": "CC.CC", "e_above_lowest_kcal_mol": 11.9, "energy_ha": -159.56600, "elements": ["C", "C", "C", "C", "H", "H", "H", "H", "H", "H", "H", "H", "H", "H", "H", "H"], "positions_angstrom": [[0.444, -2.256, 0.769], [1.608, -2.268, -0.209], [-1.192, 1.869, -0.894], [-0.894, 2.609, 0.430], [1.579, -1.324, -0.751], [-0.355, 1.345, -1.350], [2.574, -2.667, 0.101], [-0.446, -2.244, 0.160], [-0.605, 1.884, 1.203], [-1.442, 2.654, -1.598], [1.389, -3.013, -0.984], [0.038, 3.227, 0.350], [-1.613, 3.335, 0.801], [-2.007, 1.172, -0.820], [0.364, -3.039, 1.530], [0.557, -1.284, 1.263]]}

---

{"formula": "C6H9NO", "method": "wB97M-V/def2-TZVPD", "homo_energy_ev": [-8.4781, -7.9664], "e_above_lowest_kcal_mol": 124.8, "energy_ha": -363.82531, "elements": ["O", "N", "C", "C", "C", "C", "C", "C", "H", "H", "H", "H", "H", "H", "H", "H", "H"], "positions_angstrom": [[0.498, -1.016, 1.902], [-0.485, 1.184, -1.306], [-1.046, -0.133, -1.352], [0.000, 2.271, 1.811], [0.111, -0.152, 0.888], [-0.149, 1.124, 1.209], [1.017, -1.629, -0.969], [0.049, -0.615, -0.457], [-2.058, -0.289, -0.964], [1.588, -1.185, -1.793], [0.175, -1.906, 1.711], [1.727, -1.955, -0.209], [0.935, 2.532, 2.303], [-0.951, -0.576, -2.349], [0.498, -2.500, -1.385], [-0.772, 3.033, 1.796], [-1.137, 1.812, -0.837]]}

---

{"formula": "C28H29BBrClF25O7P", "method": "wB97M-V/def2-TZVPD", "homo_energy_ev": -9.3662, "smiles": "CC[C@@H](F)C1=C(B(C)O)C(=O)C([C@H](Br)CC)=C(P(O)Cl)C1=O.FC(F)C(F)(F)COC(F)(F)C(F)F.FC(F)C(F)(F)COC(F)(F)C(F)F.FC(F)C(F)(F)COC(F)(F)C(F)F", "energy_ha": -7508.02868, "elements": ["Br", "Cl", "P", "F", "F", "F", "F", "F", "F", "F", "F", "F", "F", "F", "F", "F", "F", "F", "F", "F", "F", "F", "F", "F", "F", "F", "F", "F", "O", "O", "O", "O", "O", "O", "O", "C", "C", "C", "C", "C", "C", "C", "C", "C", "C", "C", "C", "C", "C", "C", "C", "C", "C", "C", "C", "C", "C", "C", "C", "C", "C", "C", "C", "B", "H", "H", "H", "H", "H", "H", "H", "H", "H", "H", "H", "H", "H", "H", "H", "H", "H", "H", "H", "H", "H", "H", "H", "H", "H", "H", "H", "H", "H"], "positions_angstrom": [[-1.344, -6.266, 0.839], [-2.460, -3.637, 2.867], [-0.536, -3.751, 3.728], [-1.182, 7.458, -5.749], [-0.301, 6.007, -9.239], [-2.086, 5.195, -7.427], [-7.111, 0.672, 6.879], [-6.011, -3.849, 3.649], [2.437, 5.110, -1.689], [0.262, 2.781, -3.231], [2.085, 3.600, -4.080], [-5.048, -0.500, 3.031], [-7.413, -2.224, 3.474], [-0.224, 5.973, -4.517], [-2.320, 7.684, -7.990], [-7.428, 2.111, 4.549], [-5.461, 0.466, 5.482], [-1.135, 2.086, -1.070], [0.732, 7.839, -9.780], [-0.760, 1.203, 0.878], [-5.475, -2.015, 1.537], [2.625, 2.977, -1.458], [3.729, -0.783, 3.549], [1.351, 0.860, -1.944], [-0.200, -0.474, -1.239], [-2.003, 7.953, -10.111], [-2.849, 5.306, -5.400], [-7.456, 0.297, 3.374], [0.775, 4.023, -0.721], [-5.897, -2.219, 5.136], [-0.380, -2.266, 4.601], [0.455, 6.184, -6.609], [5.874, -4.959, 1.581], [1.188, -1.180, 2.255], [2.289, -5.024, -0.584], [3.565, -3.672, 1.115], [0.483, -6.221, 1.685], [5.744, -3.557, -0.657], [0.662, 7.289, -7.509], [0.513, -6.920, 3.135], [4.377, -1.623, 2.570], [2.342, -4.562, 0.569], [-0.679, 6.211, -5.772], [-7.661, 0.778, 4.612], [1.328, -8.315, 3.142], [-1.722, 5.139, -6.132], [-6.131, -2.508, 3.774], [1.154, -4.784, 1.633], [3.253, -2.551, 1.938], [1.741, 3.952, -1.747], [1.685, -2.319, 2.217], [0.675, 2.917, 0.196], [0.829, -3.665, 2.426], [-1.416, 8.088, -8.899], [1.122, 3.817, -3.149], [6.763, -0.952, 1.870], [-0.142, 1.681, -0.241], [0.645, 0.512, -0.852], [-0.104, 7.289, -8.850], [-6.857, -1.403, 5.831], [5.191, -0.737, 1.520], [-6.759, 0.131, 5.675], [-5.120, -1.833, 2.832], [5.084, -4.122, 0.734], [7.020, -2.068, 1.978], [4.907, 0.357, 1.627], [-6.648, -1.605, 6.885], [-1.328, 4.138, -5.942], [1.120, -6.893, 1.004], [6.001, -4.482, -1.274], [0.911, -6.237, 3.957], [7.447, -0.431, 1.121], [-0.899, -1.613, 4.066], [5.106, -2.286, 3.141], [0.762, -9.105, 2.544], [0.136, 3.340, 1.048], [6.723, -3.000, -0.482], [-4.118, -2.245, 2.981], [-8.715, 0.632, 4.862], [4.992, -1.091, 0.445], [6.891, -0.525, 2.932], [1.340, 0.090, -0.121], [0.575, 4.723, -3.419], [-1.224, 9.152, -8.735], [1.653, 2.640, 0.597], [1.720, 7.207, -7.774], [2.397, -8.186, 2.781], [1.347, -8.662, 4.236], [5.469, -4.971, 2.482], [-0.585, -7.137, 3.398], [0.581, 8.248, -6.991], [-7.877, -1.766, 5.677], [5.010, -2.922, -1.259]]}